# 1
Below is 11 unconnected molecules or ions with the total composition C63H137N11O11, with properties calculated with ωB97M-V/def2-TZVPD.

SMILES	CC1(C)CCCC(C)(C)N1O.CC1(C)CCCC(C)(C)N1O.CC1(C)CCCC(C)(C)N1O.CC1(C)CCCC(C)(C)N1O.CC1(C)CCCC(C)(C)N1O.CN(C)C=O.CN(C)C=O.CN(C)C=O.CN(C)C=O.CN(C)C=O.CN(C)C=O
lowest unoccupied orbital energy	0.5	eV
energy relative to the best compared isomer or geometry (same formula, charge and spin)	3.505	eV
orbital gap	0.302	Ha
molecular weight	1224.9	g/mol
multiplicity	1
HOMO energy	-7.705	eV

```
222
Properties=species:S:1:pos:R:3:mulliken_charge:R:1
C 3.04 -2.33 -2.18 0.147
C 4.31 -2.62 -2.96 1.841
C 4.01 -3.40 -4.24 -2.481
C 4.84 -1.26 -3.43 -2.254
C 5.45 -0.46 -2.28 1.196
C 6.67 -1.28 -1.84 -1.513
C 6.19 -2.56 -1.20 1.858
C 7.37 -3.52 -0.83 -2.033
C 5.41 -2.30 0.12 -0.589
N 5.38 -3.28 -2.26 0.209
O 4.86 -4.50 -1.82 -0.592
H 2.57 -1.55 -2.78 0.539
H 2.37 -3.15 -1.92 -0.340
H 3.29 -1.81 -1.22 -0.351
H 3.32 -2.82 -4.75 0.596
H 4.81 -3.33 -4.92 0.534
H 3.79 -4.43 -4.08 0.237
H 5.55 -1.47 -4.19 0.516
H 4.02 -0.71 -3.93 0.605
H 5.77 0.52 -2.61 0.520
H 4.76 -0.30 -1.45 -1.038
H 7.25 -0.72 -1.11 0.455
H 7.38 -1.45 -2.70 0.305
H 7.65 -4.16 -1.68 0.448
H 7.03 -4.29 -0.19 0.425
H 8.20 -3.08 -0.30 0.394
H 6.15 -2.06 0.87 0.738
H 4.85 -3.19 0.47 -0.121
H 4.69 -1.46 0.07 -0.571
H 4.01 -4.25 -1.32 0.372
C 1.30 -2.34 3.05 -0.423
C 0.33 -3.02 4.11 1.765
C 0.81 -4.47 4.19 -1.874
C 0.40 -2.48 5.54 -1.682
C -0.44 -1.19 5.75 0.730
C -1.88 -1.58 5.46 -1.690
C -2.08 -2.11 4.04 2.704
C -3.45 -2.77 3.82 -1.842
C -2.07 -0.92 3.12 -1.113
N -1.09 -3.15 3.68 -0.385
O -1.07 -3.31 2.25 1.689
H 1.08 -1.30 2.94 -0.691
H 2.31 -2.43 3.40 0.882
H 1.11 -2.78 2.12 -0.383
H 0.27 -5.17 4.82 0.410
H 0.86 -4.90 3.20 0.102
H 1.85 -4.36 4.55 0.508
H -0.09 -3.25 6.12 0.363
H 1.43 -2.38 5.91 0.458
H -0.18 -0.85 6.76 0.433
H -0.14 -0.38 5.07 -0.705
H -2.56 -0.71 5.62 0.250
H -2.13 -2.35 6.16 0.382
H -3.51 -3.64 4.45 0.574
H -3.58 -3.11 2.80 -0.039
H -4.27 -2.12 4.06 0.396
H -2.91 -0.24 3.35 0.667
H -2.08 -1.29 2.09 -0.746
H -1.10 -0.29 3.21 -0.332
H -1.60 -4.12 2.15 -0.216
C -2.93 6.04 4.16 -1.830
C -1.70 5.01 3.94 1.135
C -0.38 5.73 4.41 -1.595
C -2.09 3.80 4.74 -1.139
C -3.04 2.91 4.04 -1.099
C -2.59 2.55 2.61 0.046
C -2.33 3.78 1.78 2.775
C -1.70 3.40 0.46 0.455
C -3.71 4.33 1.46 -1.575
N -1.41 4.72 2.51 1.356
O -1.28 5.94 1.80 -0.586
H -2.83 6.51 5.14 0.454
H -2.78 6.89 3.52 0.400
H -3.82 5.52 3.95 0.456
H 0.50 5.11 4.33 -0.045
H -0.33 6.68 3.87 0.442
H -0.44 6.06 5.43 0.448
H -1.18 3.21 4.93 0.134
H -2.47 4.22 5.64 0.601
H -3.26 2.06 4.63 0.461
H -4.00 3.43 4.06 0.366
H -3.35 1.88 2.12 0.489
H -1.64 1.98 2.61 -0.960
H -2.33 2.67 -0.07 -0.773
H -0.69 3.02 0.59 -0.927
H -1.64 4.29 -0.19 -0.320
H -3.77 5.39 1.15 0.197
H -4.40 4.14 2.33 0.489
H -4.06 3.74 0.61 -0.316
H -0.37 5.91 1.42 0.269
C 3.25 0.70 2.63 -1.592
C 2.48 2.06 2.51 2.060
C 1.10 1.79 2.91 0.155
C 3.07 3.10 3.50 -0.963
C 4.46 3.71 3.10 -0.673
C 4.38 4.26 1.72 -1.563
C 3.88 3.29 0.66 2.475
C 3.70 4.05 -0.67 -2.468
C 4.98 2.17 0.35 -1.759
N 2.51 2.71 1.09 0.312
O 2.27 1.61 0.14 0.428
H 2.83 -0.04 1.95 -0.085
H 4.35 0.76 2.52 0.283
H 3.10 0.42 3.65 0.614
H 0.50 1.13 2.29 -0.711
H 1.07 1.21 3.87 -0.059
H 0.54 2.72 2.94 -0.393
H 2.46 4.01 3.59 -0.315
H 3.06 2.65 4.51 0.416
H 4.63 4.58 3.81 0.470
H 5.31 2.99 3.24 0.329
H 5.34 4.61 1.42 0.446
H 3.60 5.08 1.74 0.318
H 4.53 4.81 -0.77 0.326
H 2.73 4.48 -0.65 0.474
H 3.70 3.39 -1.48 0.476
H 5.47 1.69 1.24 0.202
H 5.75 2.71 -0.24 0.519
H 4.49 1.39 -0.18 0.303
H 1.51 1.93 -0.26 -0.299
C -3.44 5.93 -3.76 -1.711
C -2.05 5.63 -3.19 1.952
C -1.94 6.21 -1.82 -0.841
C -1.97 4.07 -3.06 -0.996
C -0.64 3.53 -2.82 2.088
C 0.29 4.04 -3.92 -2.047
C 0.33 5.54 -4.05 1.819
C 1.22 6.13 -2.88 -1.103
C 1.08 5.83 -5.34 -2.175
N -1.03 6.10 -4.18 0.144
O -0.91 7.52 -4.14 -0.490
H -3.76 5.24 -4.51 0.437
H -4.16 5.73 -2.91 0.227
H -3.57 6.93 -4.16 0.348
H -1.09 5.83 -1.30 0.016
H -1.81 7.31 -1.85 0.345
H -2.83 6.06 -1.15 0.004
H -2.70 3.69 -2.36 0.015
H -2.38 3.61 -3.98 0.749
H -0.19 3.78 -1.86 -0.518
H -0.58 2.45 -2.86 -1.287
H -0.09 3.66 -4.85 0.452
H 1.35 3.72 -3.83 0.462
H 0.93 5.73 -1.89 -0.169
H 1.22 7.20 -2.86 0.391
H 2.28 5.77 -3.01 0.404
H 2.10 5.48 -5.23 0.379
H 1.20 6.90 -5.45 0.563
H 0.53 5.39 -6.15 0.471
H -0.85 7.76 -5.06 0.383
C -6.41 2.27 -0.36 -0.990
N -5.84 1.86 -1.65 0.161
C -6.30 2.55 -2.86 -0.983
C -4.78 0.99 -1.64 0.139
O -4.15 0.55 -2.58 -0.597
H -7.48 2.47 -0.41 0.380
H -5.97 3.17 0.05 0.397
H -6.35 1.46 0.37 0.326
H -5.98 3.58 -2.83 0.271
H -6.10 1.90 -3.75 0.255
H -7.36 2.56 -2.69 0.430
H -4.67 0.66 -0.61 0.278
C -0.26 -2.13 -0.99 0.680
N -1.42 -1.49 -0.48 1.316
C -1.46 -0.06 -0.29 -0.768
C -2.54 -2.17 -0.38 1.000
O -3.67 -1.76 -0.07 -0.803
H 0.63 -1.77 -0.48 0.125
H -0.08 -1.96 -2.09 -0.408
H -0.28 -3.19 -0.82 -0.882
H -1.02 0.47 -1.14 0.647
H -2.53 0.17 -0.37 -0.914
H -1.05 0.17 0.66 0.428
H -2.36 -3.24 -0.73 -0.506
C -6.07 -4.67 0.72 -1.023
N -4.76 -5.17 0.32 0.310
C -4.37 -5.08 -1.04 -0.547
C -3.80 -5.41 1.23 -0.246
O -2.60 -5.52 1.08 -0.572
H -5.94 -3.73 1.20 0.332
H -6.44 -5.33 1.47 0.396
H -6.74 -4.63 -0.12 0.371
H -4.91 -5.79 -1.73 0.364
H -4.48 -4.04 -1.41 0.347
H -3.29 -5.33 -1.20 -0.270
H -4.28 -5.47 2.23 0.353
C -2.96 -1.97 -4.34 -0.833
N -1.62 -1.46 -4.40 0.145
C -1.44 -0.11 -3.81 -0.009
C -0.61 -2.29 -4.50 -0.243
O 0.57 -2.09 -4.36 -0.500
H -3.01 -3.06 -4.25 0.400
H -3.53 -1.60 -5.14 0.358
H -3.50 -1.61 -3.41 0.019
H -1.78 -0.08 -2.74 -0.678
H -0.34 0.10 -3.84 0.449
H -2.08 0.58 -4.38 0.387
H -1.02 -3.30 -4.62 0.447
C 0.43 -7.37 1.04 -0.840
N 1.53 -6.53 0.66 0.527
C 2.80 -6.85 1.24 -0.955
C 1.33 -5.26 0.28 0.809
O 2.25 -4.45 0.13 -0.886
H 0.27 -7.51 2.14 0.223
H 0.65 -8.41 0.62 0.272
H -0.47 -6.85 0.72 0.159
H 2.80 -6.54 2.31 0.220
H 3.05 -7.88 1.04 0.388
H 3.59 -6.28 0.72 0.178
H 0.30 -5.09 0.12 -0.018
C 0.68 -8.02 -2.87 -0.875
N 0.30 -6.63 -3.01 0.312
C 1.32 -5.76 -3.46 -0.948
C -0.87 -6.19 -2.50 0.187
O -1.18 -5.02 -2.57 -0.388
H 1.58 -8.11 -2.21 0.256
H 1.04 -8.47 -3.83 0.283
H -0.23 -8.62 -2.57 0.307
H 2.02 -5.56 -2.61 0.479
H 1.86 -6.18 -4.25 0.465
H 0.89 -4.80 -3.73 -0.046
H -1.55 -7.02 -2.03 0.060
```

# 2
Below is 9 unconnected molecules or ions with the total composition C63H140N8O9, with properties calculated with ωB97M-V/def2-TZVPD.

SMILES	CC1(C)CCCC(C)(C)N1O.CC1(C)CCCC(C)(C)N1O.CC1(C)CCCC(C)(C)N1O.CC1(C)CCCC(C)(C)N1O.CC1(C)CCCC(C)(C)N1O.CC1(C)CCCC(C)(C)N1O.COC[C@H](C)N.COC[C@H](C)N.CO
lowest unoccupied orbital energy	0.4	eV
energy relative to the best compared isomer or geometry (same formula, charge and spin)	0.951	eV
orbital gap	0.308	Ha
molecular weight	1153.9	g/mol
multiplicity	1
HOMO energy	-8.019	eV

```
220
Properties=species:S:1:pos:R:3:mulliken_charge:R:1
C -1.44 7.87 1.55 -1.906
C -1.28 6.86 0.40 1.539
C -2.07 7.33 -0.83 -1.524
C 0.20 6.78 -0.07 -1.143
C 1.09 6.06 0.95 -1.036
C 0.52 4.67 1.25 -0.743
C -0.95 4.69 1.72 2.151
C -1.50 3.29 1.59 -0.871
C -0.94 5.10 3.22 -1.872
N -1.72 5.54 0.82 1.263
O -3.09 5.52 1.15 -0.617
H -0.76 7.66 2.36 0.323
H -1.16 8.87 1.19 0.482
H -2.48 7.99 1.83 0.358
H -3.12 7.46 -0.57 0.391
H -1.70 8.30 -1.15 0.538
H -1.99 6.58 -1.62 -0.264
H 0.36 6.38 -1.07 0.223
H 0.53 7.82 -0.04 0.488
H 2.12 5.98 0.59 0.445
H 1.20 6.68 1.84 0.431
H 1.21 4.18 1.95 0.617
H 0.66 3.98 0.41 -0.493
H -1.40 2.96 0.55 -0.596
H -2.52 3.16 1.95 0.804
H -0.87 2.52 2.06 -0.289
H -1.96 5.41 3.46 0.501
H -0.24 5.92 3.40 0.273
H -0.65 4.32 3.92 0.121
H -3.52 5.00 0.46 0.342
C -3.24 1.45 -1.91 -1.889
C -2.16 1.94 -2.87 1.927
C -0.80 1.53 -2.28 0.081
C -2.37 1.22 -4.22 -1.191
C -1.54 1.88 -5.34 -0.023
C -1.85 3.36 -5.43 -1.800
C -1.65 4.10 -4.09 2.035
C -0.16 4.25 -3.77 -1.169
C -2.28 5.48 -4.29 -1.806
N -2.39 3.37 -3.06 -0.151
O -2.43 4.09 -1.84 -0.090
H -4.25 1.46 -2.32 0.336
H -3.08 0.41 -1.61 0.387
H -3.25 2.02 -0.99 0.272
H -0.47 2.35 -1.64 -0.673
H -0.87 0.62 -1.68 -0.130
H 0.01 1.41 -3.00 0.160
H -1.96 0.22 -4.12 -0.009
H -3.42 1.27 -4.51 0.601
H -0.48 1.71 -5.17 0.053
H -1.84 1.45 -6.30 0.384
H -2.87 3.51 -5.79 0.345
H -1.17 3.88 -6.11 0.517
H 0.47 3.38 -3.94 0.086
H -0.06 4.43 -2.70 -0.360
H 0.31 5.06 -4.33 0.635
H -1.96 6.04 -5.17 0.451
H -2.16 6.13 -3.42 0.306
H -3.37 5.35 -4.33 0.424
H -3.16 4.70 -1.97 0.406
C 2.13 -3.31 -1.38 -1.875
C 0.77 -2.97 -0.78 1.564
C -0.29 -2.94 -1.87 -1.129
C 0.43 -4.15 0.16 -0.392
C -0.61 -3.93 1.22 -0.774
C -0.34 -2.66 2.01 -0.963
C -0.04 -1.42 1.14 2.360
C -1.37 -0.91 0.57 -0.680
C 0.57 -0.38 2.06 -0.981
N 0.92 -1.81 0.10 0.205
O 1.34 -0.66 -0.60 2.479
H 2.39 -2.70 -2.26 0.044
H 2.96 -3.22 -0.68 0.040
H 2.20 -4.31 -1.83 0.455
H -0.20 -2.03 -2.48 -0.077
H -0.26 -3.83 -2.49 0.472
H -1.28 -2.84 -1.43 0.135
H 0.05 -4.96 -0.48 0.360
H 1.35 -4.47 0.66 -0.577
H -1.57 -3.81 0.70 0.418
H -0.84 -4.76 1.90 0.524
H 0.48 -2.77 2.73 0.218
H -1.13 -2.49 2.75 -0.296
H -1.91 -1.68 0.02 0.361
H -1.17 -0.08 -0.12 -0.973
H -1.95 -0.51 1.40 0.052
H -0.10 -0.28 2.91 -0.025
H 0.72 0.60 1.58 -0.693
H 1.53 -0.64 2.50 0.323
H 2.27 -0.51 -0.37 -0.961
C -0.63 -1.22 -6.52 -1.806
C 0.02 -2.60 -6.64 2.531
C 0.26 -3.15 -5.23 -2.664
C -0.93 -3.58 -7.35 -1.502
C -0.95 -3.41 -8.87 -0.688
C 0.46 -3.57 -9.44 -1.206
C 1.43 -2.59 -8.78 1.511
C 2.85 -3.00 -9.23 -2.028
C 1.23 -1.17 -9.34 -1.626
N 1.31 -2.74 -7.33 0.305
O 2.32 -1.99 -6.70 -0.469
H -1.50 -1.32 -5.87 0.410
H 0.09 -0.57 -6.02 0.495
H -0.86 -0.75 -7.48 0.285
H 0.86 -4.06 -5.13 0.570
H 0.80 -2.41 -4.62 0.281
H -0.67 -3.42 -4.72 0.508
H -0.55 -4.59 -7.16 0.500
H -1.92 -3.54 -6.90 0.427
H -1.59 -4.13 -9.39 0.398
H -1.46 -2.45 -9.05 0.326
H 0.33 -3.32 -10.50 0.353
H 0.85 -4.58 -9.39 0.382
H 3.09 -4.02 -8.94 0.431
H 3.55 -2.29 -8.78 0.430
H 2.87 -2.94 -10.32 0.443
H 1.56 -0.95 -10.35 0.407
H 1.66 -0.39 -8.69 0.299
H 0.15 -0.97 -9.31 0.325
H 2.92 -2.64 -6.30 0.323
C 4.36 -0.49 1.63 -1.841
C 4.97 0.34 0.50 1.406
C 6.05 1.27 1.07 -1.759
C 5.61 -0.68 -0.47 -1.080
C 5.91 -0.16 -1.87 -0.791
C 4.62 0.44 -2.43 -1.416
C 4.01 1.55 -1.57 2.332
C 4.91 2.79 -1.61 -2.075
C 2.62 1.82 -2.15 -1.997
N 3.86 1.04 -0.20 1.786
O 3.23 1.99 0.64 -0.717
H 3.90 0.15 2.39 0.451
H 3.57 -1.12 1.24 -0.019
H 5.12 -1.00 2.23 0.558
H 6.54 1.96 0.38 0.279
H 5.51 1.90 1.78 0.362
H 6.80 0.77 1.69 0.455
H 6.55 -1.02 -0.01 0.469
H 4.95 -1.55 -0.57 0.043
H 6.71 0.59 -1.81 0.381
H 6.26 -0.96 -2.52 0.485
H 3.92 -0.35 -2.71 0.103
H 4.87 0.87 -3.41 0.524
H 4.70 3.35 -2.52 0.460
H 5.97 2.54 -1.61 0.307
H 4.76 3.38 -0.70 0.377
H 2.71 2.30 -3.13 0.742
H 2.13 2.56 -1.51 0.492
H 2.02 0.92 -2.28 -0.360
H 2.31 1.73 0.58 0.021
C 0.83 1.27 5.67 -1.608
C -0.59 1.08 6.18 2.477
C -1.57 1.40 5.01 -0.149
C -0.79 -0.38 6.54 -1.324
C -2.03 -0.68 7.44 -0.843
C -2.07 0.31 8.61 -1.456
C -1.93 1.80 8.25 1.554
C -3.29 2.33 7.79 -1.453
C -1.51 2.51 9.56 -1.998
N -0.81 1.98 7.33 0.225
O -0.60 3.33 6.98 -0.475
H 1.17 2.30 5.57 0.361
H 1.54 0.76 6.32 0.376
H 0.96 0.84 4.67 0.178
H -1.48 0.75 4.14 -0.264
H -2.62 1.27 5.28 0.231
H -1.39 2.43 4.72 -0.437
H -0.86 -1.00 5.64 -0.121
H 0.06 -0.75 7.13 0.549
H -2.84 -0.54 6.72 0.279
H -1.96 -1.72 7.72 0.483
H -1.30 0.02 9.33 0.424
H -2.97 0.06 9.18 0.519
H -4.05 2.35 8.56 0.456
H -3.65 1.70 6.98 0.326
H -3.22 3.34 7.37 0.351
H -0.48 2.21 9.75 0.476
H -2.18 2.20 10.36 0.403
H -1.53 3.60 9.54 0.331
H -1.47 3.67 6.70 0.359
C -5.40 0.16 1.93 -0.553
O -5.38 -0.92 2.86 -0.462
C -4.44 -1.92 2.51 -0.108
C -4.87 -3.23 3.13 0.789
C -3.89 -4.35 2.89 -1.071
N -6.14 -3.60 2.52 -0.827
H -4.44 0.69 1.95 0.084
H -6.24 0.78 2.24 0.404
H -5.56 -0.20 0.91 0.318
H -4.27 -2.00 1.43 0.322
H -3.46 -1.61 2.91 -0.267
H -5.06 -3.04 4.19 0.276
H -4.15 -5.27 3.42 0.472
H -2.92 -4.03 3.29 -0.094
H -3.66 -4.62 1.86 0.345
H -6.78 -2.82 2.50 0.228
H -6.65 -4.34 2.99 0.252
C 3.47 -5.99 1.71 -0.547
O 3.34 -5.90 3.12 -0.481
C 2.45 -4.86 3.56 0.572
C 2.02 -5.20 4.96 0.370
C 1.04 -4.21 5.54 -1.259
N 3.15 -5.37 5.90 -0.787
H 2.56 -6.51 1.40 0.311
H 4.38 -6.55 1.51 0.342
H 3.56 -5.01 1.23 0.029
H 2.98 -3.91 3.45 0.138
H 1.61 -4.99 2.87 -0.440
H 1.57 -6.20 4.97 0.311
H 1.55 -3.24 5.53 0.306
H 0.71 -4.40 6.56 0.463
H 0.10 -4.12 4.98 0.113
H 3.62 -4.48 6.04 0.269
H 3.82 -5.96 5.40 0.344
C 0.20 -8.65 -1.47 -0.140
O 0.97 -9.27 -0.43 -0.499
H 0.27 -7.57 -1.37 -0.140
H 0.56 -8.98 -2.44 0.251
H -0.83 -9.00 -1.40 0.257
H 0.70 -8.83 0.38 0.285
```